Here is C17H21Cl2IrN5S as an isolated structure at a distorted geometry from OMol25. Energies are from ωB97M-V/def2-TZVPD.

Output
* spin multiplicity: 6
* total charge: +2
* <S²>: 8.81
* DFT total energy: -64117.714 eV

Element x y z (Å)
Ir (-0.187, -0.205, -0.348)
Cl (0.007, -3.376, 0.528)
Cl (1.901, -3.985, -1.634)
S (-2.298, 1.593, -0.325)
N (-3.756, -4.734, -2.883)
N (-0.328, 0.259, 1.835)
N (0.640, 2.057, -0.119)
N (-6.365, -1.764, -0.632)
N (-2.020, -1.334, -0.661)
C (-5.362, -2.186, -1.021)
C (4.488, -0.154, -0.947)
C (-3.928, -3.793, -2.230)
C (-1.729, 0.517, 2.248)
C (2.326, 0.122, -1.972)
C (0.670, 1.287, 2.224)
C (1.729, -0.505, -0.850)
C (-1.495, 3.155, -0.752)
C (1.230, -4.544, -0.123)
C (-4.101, -2.654, -1.435)
C (2.560, -1.071, 0.153)
C (-2.429, 1.645, 1.496)
C (3.926, -0.841, 0.124)
C (0.672, 2.487, 1.290)
C (-2.945, -1.919, -1.002)
C (3.684, 0.317, -2.003)
C (-0.015, 2.983, -1.055)
H (1.559, 3.088, 1.495)
H (4.145, 0.819, -2.845)
H (-2.004, 3.537, -1.635)
H (1.588, 1.909, -0.449)
H (-3.492, 1.575, 1.723)
H (-0.050, -0.613, 2.278)
H (0.490, 1.617, 3.250)
H (4.560, -1.230, 0.911)
H (0.478, 3.959, -1.047)
H (-2.109, 2.632, 1.823)
H (1.709, 0.453, -2.801)
H (-0.182, 3.133, 1.476)
H (-1.766, 0.749, 3.315)
H (5.561, -0.016, -0.991)
H (2.014, -4.634, 0.616)
H (1.644, 0.799, 2.199)
H (0.706, -5.477, -0.277)
H (-2.271, -0.417, 2.103)
H (2.132, -1.667, 0.950)
H (-1.695, 3.862, 0.053)
H (0.106, 2.563, -2.053)

Force components x, y, z for each atom (eV/Å):
Ir 0.3 0.5 -0.1
Cl 0.1 -0.2 0.1
Cl 0.0 0.0 -0.1
S 0.0 -0.3 -0.3
N 0.0 0.2 0.1
N 0.0 -0.1 0.2
N 0.1 0.2 0.1
N 0.1 0.0 -0.1
N -0.2 -0.1 0.2
C 0.0 0.0 0.1
C -0.1 0.0 -0.1
C 0.1 -0.2 -0.1
C 0.0 0.0 0.0
C 0.0 -0.1 0.2
C 0.0 0.0 0.1
C -0.1 0.0 -0.2
C 0.0 0.1 0.1
C -0.1 0.2 0.1
C 0.4 0.4 0.3
C 0.1 0.1 -0.2
C -0.1 0.0 0.1
C 0.0 -0.1 0.0
C 0.0 0.0 -0.1
C -0.8 -0.6 -0.4
C 0.2 -0.1 0.1
C 0.1 0.0 0.1
H 0.0 0.0 0.0
H 0.0 0.0 0.0
H 0.0 0.0 0.0
H 0.0 0.0 0.0
H 0.0 0.0 0.0
H 0.0 0.0 0.1
H 0.0 0.0 0.0
H 0.0 0.0 0.0
H 0.0 0.0 0.0
H 0.0 0.0 0.0
H 0.0 0.0 0.0
H 0.0 0.0 0.0
H 0.0 0.0 0.0
H 0.0 0.0 0.0
H 0.0 0.0 0.1
H 0.0 0.0 0.0
H 0.0 0.0 0.0
H 0.0 0.0 0.0
H 0.0 0.0 0.0
H 0.0 0.0 0.0
H 0.0 0.0 0.0

Computed Mulliken charges, given in elementary charges: 0.43, -0.09, -0.10, -0.03, -0.21, -0.31, -0.13, -0.22, -0.25, 0.03, -0.44, 0.03, -0.91, -0.46, -0.88, 0.52, -0.62, -0.38, 0.36, -0.28, -0.51, -0.89, -0.73, 0.40, -0.46, -0.81, 0.49, 0.47, 0.49, 0.40, 0.51, 0.37, 0.48, 0.47, 0.39, 0.38, 0.50, 0.27, 0.44, 0.45, 0.32, 0.41, 0.37, 0.42, 0.54, 0.41, 0.34

***

Here is C17H21Cl2N2O2SbSe3TeZn as an isolated structure at a distorted geometry from OMol25. Energies are from ωB97M-V/def2-TZVPD.

Output
* spin multiplicity: 1
* total charge: -2
* DFT total energy: -308381.130 eV

Element x y z (Å)
Te (1.023, -2.161, -3.705)
Sb (-2.972, -1.807, 0.537)
Se (-0.380, -3.765, -0.391)
Se (-1.211, -5.466, -1.626)
Se (-0.447, -1.867, -1.750)
Zn (0.366, -0.779, 0.096)
Cl (3.253, -0.513, 2.019)
Cl (2.349, -0.506, 4.752)
O (0.854, -2.708, 3.696)
O (0.690, -2.025, 1.580)
N (1.843, 0.607, -0.480)
N (-0.439, 0.749, 1.091)
C (3.823, 3.454, -3.720)
C (3.020, 0.604, -1.328)
C (-0.111, 2.935, 1.603)
C (2.929, 1.625, -2.432)
C (1.776, 1.670, -3.208)
C (2.660, 3.510, -4.469)
C (1.641, 2.606, -4.215)
C (1.493, 1.728, 0.046)
C (0.365, 1.837, 0.874)
C (-2.542, -2.612, 2.492)
C (-4.140, -3.545, -0.018)
C (3.951, 2.527, -2.698)
C (1.049, -1.945, 2.779)
C (-1.381, 1.140, 1.950)
C (1.848, -0.616, 3.074)
C (-1.226, 2.482, 2.294)
C (-4.780, -0.759, 1.174)
H (-3.471, -2.817, 3.019)
H (-5.460, -0.708, 0.332)
H (-4.477, -3.466, -1.047)
H (2.082, 2.632, -0.121)
H (3.099, -0.397, -1.766)
H (-5.269, -1.301, 1.975)
H (4.625, 4.153, -3.926)
H (-1.870, 3.030, 2.958)
H (4.863, 2.504, -2.115)
H (0.326, 3.918, 1.621)
H (-2.131, 0.458, 2.312)
H (-1.925, -1.938, 3.079)
H (-3.527, -4.436, 0.074)
H (1.213, 0.246, 2.859)
H (3.909, 0.786, -0.710)
H (-1.994, -3.539, 2.359)
H (2.545, 4.257, -5.244)
H (0.990, 0.953, -3.022)
H (-4.566, 0.251, 1.503)
H (0.735, 2.629, -4.802)
H (-5.001, -3.616, 0.643)

Force components x, y, z for each atom (eV/Å):
Te 0.8 0.0 -0.6
Sb -0.4 -0.5 0.2
Se 0.2 -1.0 0.5
Se -0.3 -0.5 -0.4
Se -1.1 0.0 -1.1
Zn 0.6 0.2 0.6
Cl 0.6 0.0 -0.2
Cl 0.1 0.2 0.5
O -0.2 -0.5 0.3
O -0.2 -0.1 -0.6
N -0.6 0.4 0.4
N 0.3 0.3 -0.1
C 0.0 0.2 -0.1
C 0.3 -0.3 -0.1
C 0.4 0.0 -0.2
C 0.1 0.0 0.0
C -0.1 0.0 0.0
C 0.0 0.1 -0.1
C -0.1 0.0 0.0
C 0.8 -0.1 -0.5
C -0.8 0.5 0.6
C -0.1 0.1 -0.1
C 0.1 0.3 0.0
C 0.0 -0.1 0.0
C 0.6 0.9 0.6
C -0.2 -0.2 0.1
C -0.6 -0.2 0.0
C -0.3 0.0 0.2
C 0.1 0.0 0.0
H -0.1 0.0 0.1
H -0.2 0.0 -0.3
H 0.0 0.0 -0.1
H 0.0 0.0 -0.1
H 0.0 0.1 0.0
H -0.1 -0.2 0.2
H 0.0 0.0 0.0
H 0.0 0.1 0.1
H 0.0 0.0 0.1
H 0.0 0.1 0.0
H -0.1 -0.1 0.0
H 0.1 0.1 0.1
H 0.1 -0.1 -0.1
H 0.1 -0.1 0.0
H 0.0 -0.1 -0.1
H 0.1 0.0 -0.1
H 0.0 0.0 0.0
H -0.1 -0.1 0.0
H 0.1 0.2 0.1
H -0.1 0.0 -0.1
H -0.1 0.0 0.1

Computed Mulliken charges, given in elementary charges: -0.66, 0.68, -0.19, -0.74, -0.22, 0.60, -0.22, -0.22, -0.67, -0.30, 0.10, 0.44, -0.51, -1.10, -0.98, 0.53, -0.04, -0.38, -0.69, 0.35, 0.10, -1.31, -1.25, -0.34, 0.25, -0.57, 0.80, -0.86, -1.49, 0.51, 0.37, 0.33, 0.36, 0.24, 0.44, 0.36, 0.44, 0.33, 0.47, 0.41, 0.32, 0.35, -0.36, 0.32, 0.35, 0.34, 0.22, 0.34, 0.40, 0.38

***

Here is C17H21Cl2NO5PbS as an isolated structure at a distorted geometry from OMol25. Energies are from ωB97M-V/def2-TZVPD.

Output
* spin multiplicity: 1
* total charge: -2
* DFT total energy: -70824.584 eV

Element x y z (Å)
Pb (0.553, -0.592, 0.433)
Cl (1.860, -2.735, 0.487)
Cl (2.213, 0.882, -0.545)
S (0.826, 1.886, 2.898)
O (2.190, 2.192, 2.563)
O (-0.229, 2.767, 2.449)
O (-1.081, 0.489, -0.234)
O (-1.523, -2.596, -0.360)
O (-0.170, -1.745, 3.409)
N (0.469, 0.296, 2.525)
C (0.323, 0.200, 4.847)
C (0.811, -0.429, -3.430)
C (0.244, -0.300, 6.157)
C (0.011, 0.748, -3.417)
C (0.510, 2.128, -3.463)
C (-2.561, -1.918, -2.917)
C (-1.360, 0.346, -3.270)
C (0.366, -2.948, -3.011)
C (0.526, 0.567, 7.215)
C (0.660, 1.525, 4.635)
C (2.273, -0.440, -3.507)
C (-0.047, -1.557, -3.228)
C (0.918, 2.408, 5.676)
C (0.156, -0.582, 3.566)
C (0.858, 1.910, 6.980)
C (-1.395, -1.073, -3.159)
C (-2.507, 1.259, -3.236)
H (-2.345, 2.091, -2.533)
H (-0.313, 2.817, -3.233)
H (-2.485, -2.334, -1.881)
H (0.493, 0.180, 8.234)
H (-0.026, -1.355, 6.284)
H (2.632, 0.278, -4.255)
H (0.133, -3.606, -3.867)
H (1.445, -2.993, -2.816)
H (-2.559, -2.743, -3.643)
H (-0.149, -3.348, -2.122)
H (-2.686, 1.691, -4.235)
H (-1.061, -3.245, 0.287)
H (1.164, 3.434, 5.432)
H (2.630, -1.448, -3.727)
H (2.695, -0.128, -2.535)
H (1.083, 2.564, 7.812)
H (-3.398, 0.701, -2.928)
H (-0.887, 1.443, -0.100)
H (-3.487, -1.350, -3.052)
H (0.913, 2.381, -4.457)
H (1.315, 2.285, -2.727)

Force components x, y, z for each atom (eV/Å):
Pb -2.1 -2.0 -0.8
Cl 1.0 -1.3 0.1
Cl 1.2 1.4 -0.1
S -0.8 -2.5 -0.1
O -0.3 0.3 0.4
O 0.6 0.0 0.3
O -0.8 1.7 -0.1
O 1.7 -1.3 2.0
O 0.2 0.8 0.7
N 0.1 0.6 0.9
C 0.0 -0.5 1.0
C -1.6 -2.7 0.5
C 0.0 0.3 -0.7
C -2.1 -0.9 0.2
C 0.1 0.6 0.0
C -0.5 -0.2 -0.1
C 1.5 -1.0 -0.3
C 0.3 -0.8 0.2
C -0.1 -0.1 -0.1
C 0.2 0.6 0.6
C 0.8 0.0 0.3
C 2.4 2.3 -0.5
C -0.2 -0.5 0.0
C 0.4 1.4 -1.4
C -0.1 -0.2 -0.3
C -0.2 2.4 0.0
C -0.5 0.4 0.0
H -0.2 -0.2 -0.1
H 0.3 0.0 -0.1
H 0.0 0.0 -0.3
H 0.0 0.2 -0.2
H 0.2 0.5 0.1
H 0.1 -0.2 -0.1
H 0.0 0.1 0.1
H -0.2 -0.1 -0.1
H -0.1 -0.1 0.2
H 0.1 0.2 -0.1
H -0.2 0.1 0.2
H -1.2 1.6 -1.6
H 0.1 0.0 0.2
H 0.2 0.1 -0.2
H 0.0 -0.2 -0.6
H 0.0 0.0 0.1
H 0.0 0.3 0.0
H -0.1 -0.7 -0.1
H 0.0 -0.1 0.1
H 0.0 0.0 0.1
H -0.2 -0.1 -0.2

Computed Mulliken charges, given in elementary charges: 1.16, -0.57, -0.66, 1.08, -0.61, -0.66, -0.73, -0.96, -0.67, -0.22, -0.18, 0.36, -0.54, 0.90, -1.53, -1.30, 0.60, -1.56, -0.41, 0.40, -1.22, 0.64, -0.57, 0.62, -0.44, 0.48, -1.91, 0.34, 0.38, 0.14, 0.34, 0.44, 0.34, 0.29, 0.32, 0.30, 0.30, 0.29, 0.10, 0.39, 0.42, 0.12, 0.36, 0.41, 0.23, 0.45, 0.32, 0.24

***

Here is one molecule with the formula C17H21ClN4O6 from OMol25. Energies are from ωB97M-V/def2-TZVPD.

Output
* spin multiplicity: 1
* SMILES: CCOC(=O)N1CCN(C(=O)C(=O)NNC(=O)COc2ccc(Cl)cc2)CC1
* DFT total energy: -48738.531 eV

Element x y z (Å)
Cl (9.293, -1.732, -0.471)
O (3.914, 0.539, 0.073)
O (1.283, 1.788, 2.102)
O (-6.663, -1.927, 0.517)
O (-7.740, -0.082, -0.231)
O (-2.077, 2.819, -0.955)
O (-0.610, -0.194, 0.027)
N (1.547, 1.534, -0.133)
N (-5.531, -0.364, -0.631)
N (0.236, 1.854, -0.429)
N (-3.248, 1.139, -0.017)
C (5.683, -0.243, -1.240)
C (1.944, 1.423, 1.162)
C (-2.110, 1.710, -0.433)
C (6.944, -0.777, -1.399)
C (-6.730, -0.735, -0.116)
C (-7.904, -2.445, 0.996)
C (-0.776, 0.982, -0.222)
C (-8.691, -3.135, -0.108)
C (5.949, -0.284, 1.149)
C (7.217, -0.820, 0.990)
C (-3.419, -0.170, 0.574)
C (-5.375, 0.961, -1.188)
C (-4.281, -1.034, -0.358)
C (-4.509, 1.817, -0.258)
C (7.710, -1.064, -0.279)
C (3.344, 0.836, 1.327)
C (5.173, 0.009, 0.034)
H (-9.595, -3.570, 0.307)
H (-8.491, -1.625, 1.421)
H (-5.024, 1.959, 0.697)
H (3.950, 1.568, 1.878)
H (-3.935, -0.049, 1.533)
H (7.817, -1.046, 1.856)
H (-4.297, 2.787, -0.709)
H (7.334, -0.969, -2.386)
H (-2.453, -0.643, 0.736)
H (5.072, -0.012, -2.098)
H (-8.093, -3.920, -0.564)
H (-0.013, 2.828, -0.582)
H (-8.966, -2.410, -0.871)
H (-3.750, -1.183, -1.305)
H (-4.893, 0.879, -2.168)
H (2.085, 1.053, -0.846)
H (5.586, -0.102, 2.148)
H (-7.625, -3.150, 1.783)
H (-4.479, -2.000, 0.099)
H (-6.366, 1.401, -1.303)
H (3.245, -0.067, 1.945)

Force components x, y, z for each atom (eV/Å):
Cl 0.2 -0.1 0.0
O 0.0 0.0 -0.1
O 0.1 -0.1 0.2
O 0.3 0.1 -0.1
O -0.4 0.1 0.1
O 0.2 0.0 0.0
O 0.0 0.1 0.0
N -0.4 -0.2 -0.7
N 0.1 -0.1 -0.1
N 0.4 0.6 0.0
N 0.0 0.0 0.1
C -0.2 0.1 0.2
C 0.2 0.0 0.0
C -0.3 0.4 0.0
C 0.0 0.0 0.1
C 0.1 -0.1 -0.1
C -0.5 -0.1 0.1
C 0.5 -0.4 0.0
C 0.3 0.2 0.2
C -0.4 0.2 0.0
C 0.1 -0.1 -0.2
C 0.1 -0.7 0.0
C -0.2 0.3 0.1
C 0.2 -0.1 0.4
C -0.2 0.3 -0.4
C -0.2 0.1 0.1
C -0.1 0.0 0.5
C 0.2 -0.1 -0.2
H -0.1 -0.1 0.0
H 0.1 -0.2 0.0
H 0.0 0.0 0.0
H -0.1 -0.1 -0.1
H 0.0 0.0 0.0
H 0.1 0.0 0.1
H -0.1 -0.1 0.1
H 0.0 0.0 -0.1
H -0.2 0.1 0.0
H -0.1 0.0 -0.1
H 0.0 -0.1 0.0
H 0.2 -0.3 0.0
H -0.1 0.0 -0.1
H 0.0 0.0 0.1
H 0.0 0.0 0.0
H -0.2 0.1 0.1
H -0.1 0.0 0.1
H 0.0 0.1 -0.1
H 0.1 0.1 -0.1
H 0.2 0.0 0.0
H 0.0 0.1 -0.1

Computed Mulliken charges, given in elementary charges: -0.22, -0.22, -0.64, -0.39, -0.65, -0.74, -0.70, -0.12, 0.12, -0.24, 0.04, -0.34, 0.01, 1.02, -0.58, 0.79, -0.30, 0.33, -1.12, -0.25, -0.76, -0.70, -0.86, -0.68, -0.82, 0.26, -0.09, 0.40, 0.38, 0.33, 0.32, 0.37, 0.21, 0.39, 0.45, 0.39, 0.50, 0.38, 0.29, 0.29, 0.31, 0.25, 0.31, 0.30, 0.38, 0.32, 0.42, 0.46, 0.38

***

Number 1 is which compound?
C17H21Cl2IrN5S

***

The highest DFT total energy belongs to which entry?
C17H21ClN4O6

***

Among the records above, which one has the highest DFT total energy?
C17H21ClN4O6